Entry 1:
Entry from the Open Molecules 2025 dataset: the molecule C23H22N2O3 (ωB97M-V/def2-TZVPD).

Cartesian coordinates (Å):
1 O -0.50344 -1.86392 -5.14366
2 O 1.28092 2.30713 4.35163
3 O 0.18229 3.56758 2.78517
4 N 4.71796 -3.57391 -2.97680
5 N 1.26379 0.71816 -0.19556
6 C 1.02242 1.36926 2.15820
7 C -1.52164 -0.81848 0.73777
8 C 0.13468 0.12609 2.51203
9 C -3.11117 -1.58688 -0.98528
10 C 3.78310 -2.89959 -3.07702
11 C -0.92188 -2.58503 -0.86148
12 C -0.59463 -1.77644 0.22282
13 C 1.15412 1.10604 -1.59705
14 C -3.77204 0.17371 0.59932
15 C 0.47603 -1.55696 -4.24332
16 C 0.33675 -0.43507 -3.43198
17 C 2.46055 -0.92239 -2.39144
18 C -3.47466 1.00771 1.66923
19 C 0.96053 1.83822 0.68277
20 C 2.60387 -2.05212 -3.20449
21 C 1.14366 3.28180 5.37632
22 C -1.23827 0.07928 1.82731
23 C -2.22540 0.96135 2.27087
24 C 1.32521 -0.11020 -2.49704
25 C 0.77480 2.54143 3.12483
26 C 1.60505 -2.36594 -4.13432
27 C -2.81092 -0.74487 0.11470
28 C -2.16754 -2.48813 -1.46468
29 H -2.01838 1.63798 3.08756
30 H -0.55375 0.16795 -3.52674
31 H -2.40194 -3.11598 -2.31259
32 H 1.58277 2.91295 6.30349
33 H 3.21501 -0.66696 -1.65768
34 H -0.28694 -2.63017 -5.67740
35 H -4.08103 -1.52009 -1.45684
36 H -0.03595 0.06117 3.58907
37 H -0.03795 2.22850 0.46390
38 H -0.19627 -3.28836 -1.24535
39 H -4.21484 1.70702 2.03061
40 H 0.09291 3.50802 5.56601
41 H 1.70505 -3.23711 -4.76582
42 H 0.38934 -1.89199 0.64685
43 H 0.17871 1.55758 -1.79581
44 H 1.67124 2.65180 0.51355
45 H 0.52884 0.03381 -0.03291
46 H 2.05695 1.08194 2.34309
47 H 1.65038 4.20972 5.10565
48 H 1.90896 1.84877 -1.86412
49 H -4.74344 0.22447 0.12918
50 H 0.70620 -0.77886 2.32740

HOMO energy ... -8.2 eV
2S+1 ... 1
Gap between HOMO and LUMO ... 8.41 eV

***

Entry 2:
Entry from the Open Molecules 2025 dataset: a structure of composition C23H22N4O4Ru (ωB97M-V/def2-TZVPD).

Cartesian coordinates (Å):
1 Ru 0.21189 -0.02141 1.44334
2 O -0.39013 3.43295 -4.96099
3 O -1.33317 -0.57229 -4.84435
4 O 2.04782 -0.01798 1.38398
5 O -1.43603 -1.09843 1.25889
6 N 0.37603 -0.70191 -0.57529
7 N -0.14105 1.29261 -4.32925
8 N 0.35367 0.58334 3.40879
9 N -0.97130 1.44753 1.44032
10 C -0.68560 1.54700 3.78962
11 C 0.38848 -2.01834 -3.00131
12 C 4.57017 -1.52920 4.30360
13 C 0.04817 -0.05278 -1.69475
14 C -2.93900 -1.89463 -0.36655
15 C -3.72150 -1.62823 -1.46274
16 C -0.79604 2.42623 2.53669
17 C -0.54008 0.01994 -4.14348
18 C 2.47836 -0.44837 3.76437
19 C -3.92046 -0.31100 -1.91128
20 C -2.48393 0.51064 -0.17913
21 C -3.35288 0.74842 -1.25984
22 C -2.25619 -0.84329 0.27134
23 C 0.79982 -2.66989 -1.84905
24 C 0.76245 -1.98553 -0.64991
25 C 3.37752 -0.95276 4.70758
26 C -1.99947 1.56466 0.64619
27 C -0.63388 2.12499 -5.40803
28 C 1.30190 0.25988 4.20822
29 C 4.05137 -1.05390 1.98474
30 C 4.90083 -1.56776 2.94444
31 C 0.02116 -0.67934 -2.92940
32 C 2.83041 -0.50449 2.38757
33 H 5.84508 -1.99444 2.63458
34 H -0.41279 2.13345 4.66723
35 H 1.11140 -3.70408 -1.86767
36 H -3.57923 1.75511 -1.58449
37 H -0.24399 0.98391 -1.58468
38 H -2.77554 -2.89631 0.00691
39 H -0.09528 1.90434 -6.33593
40 H 1.26725 0.60625 5.24042
41 H 4.31270 -1.05778 0.93653
42 H -0.53469 4.05241 -5.68876
43 H 5.25335 -1.93291 5.03663
44 H 0.33941 -2.52919 -3.95428
45 H -4.20129 -2.43956 -1.99296
46 H 1.02040 -2.47531 0.28428
47 H -2.59193 2.47455 0.71393
48 H 3.12743 -0.88289 5.75809
49 H 0.12960 2.97704 2.36532
50 H 0.61557 1.68295 -3.78954
51 H -1.63207 3.12248 2.56326
52 H -1.62117 1.01925 3.98698
53 H -4.55490 -0.12323 -2.76574
54 H -1.69865 1.91732 -5.54441

HOMO energy (spin up / spin down) ... -14.6 / -14.4 eV
2S+1 ... 1
Net charge ... +2
Gap between HOMO and LUMO (spin up / spin down) ... 5.95 / 5.28 eV

***

Entry 3:
Entry from the Open Molecules 2025 dataset: the molecule C23H22N4O4S (ωB97M-V/def2-TZVPD).

Cartesian coordinates (Å):
1 S 0.00932 2.47156 -1.02906
2 O -2.37664 1.75577 2.59005
3 O 6.28396 -2.26228 0.39046
4 O 0.29262 3.87189 -1.11963
5 O -0.61105 1.80304 -2.13499
6 N -0.98870 2.27444 0.27437
7 N -3.62887 0.19660 1.60458
8 N -3.53466 -0.75813 -0.53282
9 N 4.97778 -0.43763 0.38342
10 C -1.55083 0.96303 0.48684
11 C 2.35155 2.12709 0.35852
12 C -5.26583 -2.17575 -1.32606
13 C -0.42809 -1.28015 0.20084
14 C 1.33646 -1.99206 1.66420
15 C 3.44922 -1.47460 -1.69561
16 C 3.00437 -0.23895 -0.97144
17 C 5.25463 -1.73190 0.04301
18 C -3.27229 -1.58721 -2.76362
19 C -2.54886 1.03382 1.63200
20 C 3.50382 1.44446 0.70074
21 C 1.24077 -0.79749 2.35712
22 C -4.17156 -0.61664 0.61728
23 C 0.50067 -2.23108 0.58636
24 C 3.82552 0.25695 0.04813
25 C -5.38924 -1.25316 0.87618
26 C -5.93184 -2.04618 -0.11705
27 C -4.06012 -1.50450 -1.49512
28 C 1.52825 1.61362 -0.62359
29 C 0.30786 0.15041 1.97864
30 C 4.15641 -2.42430 -0.73422
31 C -0.52964 -0.08242 0.89437
32 C 1.84848 0.44881 -1.29208
33 H 4.58816 -3.27665 -1.25883
34 H 4.13970 -1.18461 -2.49474
35 H -2.59061 -0.74291 -2.83121
36 H -4.20033 0.27478 2.44013
37 H -0.73309 2.77472 1.11090
38 H 4.15916 1.82612 1.46945
39 H -5.89024 -1.12192 1.82275
40 H 2.05202 -2.73888 1.97750
41 H 3.43989 -2.80399 -0.00081
42 H -2.69016 -2.50889 -2.77840
43 H 0.21366 1.06861 2.53941
44 H 0.56873 -3.16449 0.04620
45 H -2.03863 0.66772 -0.44317
46 H -1.08613 -1.46196 -0.63363
47 H -5.67130 -2.78080 -2.12127
48 H 1.18598 0.10246 -2.06915
49 H -3.93415 -1.59311 -3.62605
50 H 1.88608 -0.60958 3.20230
51 H 2.08942 3.05806 0.83504
52 H 2.59508 -1.96944 -2.15822
53 H 5.64966 0.01998 0.98678
54 H -6.87092 -2.55382 0.04728

HOMO energy ... -8.6 eV
2S+1 ... 1
Gap between HOMO and LUMO ... 9.11 eV

***

Entry 4:
Entry from the Open Molecules 2025 dataset: a structure of composition C23H22N5OsTe (ωB97M-V/def2-TZVPD).

Cartesian coordinates (Å):
1 Os -0.62327 0.43029 -1.37455
2 Te 0.46382 -0.21231 0.98632
3 N -0.54445 2.45861 -1.77299
4 N 0.77260 0.44648 -2.75941
5 N 1.34451 -0.72724 -3.20969
6 N -1.11497 -3.76564 -2.25206
7 N -0.51502 -1.53842 -2.01446
8 C -1.45909 0.84431 3.19661
9 C 0.45174 2.75903 -2.66637
10 C 0.63087 -1.73935 -2.81995
11 C -1.18056 4.75523 -1.75997
12 C 0.65331 0.95078 5.11095
13 C 2.38371 -4.69355 -4.30576
14 C -0.67685 1.25446 5.48206
15 C -1.34836 -2.56069 -1.81396
16 C 0.06365 -4.11068 -2.94758
17 C -0.16467 5.06003 -2.64486
18 C 0.96718 -3.08815 -3.22451
19 C 0.66908 4.04017 -3.10828
20 C 2.38863 0.25979 3.46991
21 C -1.70649 1.20349 4.48834
22 C 1.45817 -5.70213 -4.01862
23 C -2.60687 0.80888 2.22353
24 C -1.02986 1.62025 6.86647
25 C 0.28941 -5.42045 -3.33763
26 C -1.34368 3.44308 -1.34112
27 C -0.10498 0.52667 2.86082
28 C 1.19168 1.60024 -3.16263
29 C 2.14374 -3.39380 -3.91782
30 C 0.97007 0.58117 3.83758
31 H 2.48993 -0.76395 3.10301
32 H -2.11671 3.16506 -0.63832
33 H -0.18290 1.59052 7.54492
34 H -2.26002 -2.39391 -1.25603
35 H 3.03764 0.36118 4.33622
36 H -2.71753 1.45746 4.78870
37 H 2.84813 -2.60455 -4.14134
38 H -0.42871 -6.20139 -3.11720
39 H -1.82208 0.95797 7.23392
40 H 1.46315 4.24168 -3.81519
41 H 3.29047 -4.93760 -4.84138
42 H -2.29089 0.55180 1.21467
43 H -0.02187 6.07666 -2.98725
44 H -3.09965 1.78109 2.18880
45 H -3.34972 0.07482 2.53675
46 H 1.65558 -6.71836 -4.33320
47 H -1.84944 5.51878 -1.38689
48 H -1.46869 2.62599 6.87560
49 H 2.75483 0.93608 2.69422
50 H 1.42964 1.00788 5.86391
51 H 2.02486 1.66566 -3.85435
52 H -1.80908 -4.48343 -2.07996

HOMO energy (spin up / spin down) ... -16.6 / -17.1 eV
2S+1 ... 5
Net charge ... +3
Gap between HOMO and LUMO (spin up / spin down) ... 6.49 / 5.27 eV

***

Entry 5:
Entry from the Open Molecules 2025 dataset: a structure of composition C23H23BCdN2O4SeSi (ωB97M-V/def2-TZVPD).

Cartesian coordinates (Å):
1 Cd 0.52599 -0.06103 0.21794
2 Se 0.24536 -1.79582 -1.54878
3 Si -0.73111 -3.85997 -1.43248
4 O -2.28658 -1.32126 -0.04515
5 O -2.17191 0.08715 -1.85737
6 O 0.85272 -1.10977 2.10854
7 O 0.60669 1.70790 -1.07946
8 N 2.25057 2.58965 0.38348
9 N 2.15625 1.39244 0.99691
10 C 1.89265 -1.05187 2.88641
11 C -3.37521 -0.46544 0.03087
12 C 1.52848 3.89948 -1.40206
13 C 2.51357 4.87671 -1.16446
14 C -5.19911 1.54871 -0.07977
15 C 3.95352 -0.13632 3.77575
16 C 0.68439 5.38308 -3.13454
17 C 2.99596 -2.14617 4.77232
18 C 2.69595 5.92271 -1.98857
19 C 4.01621 -1.09661 4.81732
20 C -0.56014 -4.56111 -3.15282
21 C -4.35399 -0.42486 0.99995
22 C -2.56972 -3.97695 -1.07728
23 C 2.06619 -2.14396 3.80137
24 C -5.27247 0.63886 0.95970
25 C 1.38898 2.62763 -0.66729
26 C -3.29331 0.36223 -1.09344
27 C 0.29037 -4.78155 -0.10287
28 C 2.90512 -0.02200 2.91051
29 C 1.81904 6.17937 -3.02676
30 C 2.94049 1.12828 2.01397
31 C -4.22220 1.41255 -1.11166
32 C 0.60933 4.26581 -2.35333
33 B -1.53528 -1.02826 -1.21106
34 H 0.08838 -5.89669 -0.12365
35 H 0.10691 -4.35353 0.87828
36 H -6.04582 0.76813 1.72767
37 H -4.20109 2.13214 -1.91165
38 H -3.14945 -3.25451 -1.64691
39 H -2.82775 -5.01243 -1.47994
40 H -0.26640 3.62703 -2.46244
41 H 3.51390 6.63843 -1.79561
42 H 0.54235 -4.54903 -3.44698
43 H -5.90263 2.42059 -0.00398
44 H -4.41088 -1.23659 1.79240
45 H -0.87739 -5.57403 -3.20573
46 H -1.04429 -3.95164 -3.92315
47 H 4.89715 0.50889 3.69977
48 H 2.09153 6.91050 -3.78401
49 H 3.06661 4.82787 -0.21076
50 H 3.67089 1.95464 2.10719
51 H -2.87911 -3.94185 -0.00152
52 H -0.16647 5.48927 -3.83567
53 H 1.27201 -2.89474 3.69178
54 H 2.97946 -2.87828 5.61897
55 H 4.80387 -1.08023 5.51974
56 H 1.37146 -4.69351 -0.34967

HOMO energy (spin up / spin down) ... 2.0 / 1.2 eV
2S+1 ... 1
Net charge ... -2
Gap between HOMO and LUMO (spin up / spin down) ... 2.27 / 3.15 eV

***

- Number 4 is which compound?
  C23H22N5OsTe

***

- What is the formula in the second record?
  C23H22N4O4Ru

***

- Among the records above, which one has the highest 2S+1?
  C23H22N5OsTe

***

Repeat the second record exactly.
Entry from the Open Molecules 2025 dataset: a structure of composition C23H22N4O4Ru (ωB97M-V/def2-TZVPD).

Cartesian coordinates (Å):
1 Ru 0.21189 -0.02141 1.44334
2 O -0.39013 3.43295 -4.96099
3 O -1.33317 -0.57229 -4.84435
4 O 2.04782 -0.01798 1.38398
5 O -1.43603 -1.09843 1.25889
6 N 0.37603 -0.70191 -0.57529
7 N -0.14105 1.29261 -4.32925
8 N 0.35367 0.58334 3.40879
9 N -0.97130 1.44753 1.44032
10 C -0.68560 1.54700 3.78962
11 C 0.38848 -2.01834 -3.00131
12 C 4.57017 -1.52920 4.30360
13 C 0.04817 -0.05278 -1.69475
14 C -2.93900 -1.89463 -0.36655
15 C -3.72150 -1.62823 -1.46274
16 C -0.79604 2.42623 2.53669
17 C -0.54008 0.01994 -4.14348
18 C 2.47836 -0.44837 3.76437
19 C -3.92046 -0.31100 -1.91128
20 C -2.48393 0.51064 -0.17913
21 C -3.35288 0.74842 -1.25984
22 C -2.25619 -0.84329 0.27134
23 C 0.79982 -2.66989 -1.84905
24 C 0.76245 -1.98553 -0.64991
25 C 3.37752 -0.95276 4.70758
26 C -1.99947 1.56466 0.64619
27 C -0.63388 2.12499 -5.40803
28 C 1.30190 0.25988 4.20822
29 C 4.05137 -1.05390 1.98474
30 C 4.90083 -1.56776 2.94444
31 C 0.02116 -0.67934 -2.92940
32 C 2.83041 -0.50449 2.38757
33 H 5.84508 -1.99444 2.63458
34 H -0.41279 2.13345 4.66723
35 H 1.11140 -3.70408 -1.86767
36 H -3.57923 1.75511 -1.58449
37 H -0.24399 0.98391 -1.58468
38 H -2.77554 -2.89631 0.00691
39 H -0.09528 1.90434 -6.33593
40 H 1.26725 0.60625 5.24042
41 H 4.31270 -1.05778 0.93653
42 H -0.53469 4.05241 -5.68876
43 H 5.25335 -1.93291 5.03663
44 H 0.33941 -2.52919 -3.95428
45 H -4.20129 -2.43956 -1.99296
46 H 1.02040 -2.47531 0.28428
47 H -2.59193 2.47455 0.71393
48 H 3.12743 -0.88289 5.75809
49 H 0.12960 2.97704 2.36532
50 H 0.61557 1.68295 -3.78954
51 H -1.63207 3.12248 2.56326
52 H -1.62117 1.01925 3.98698
53 H -4.55490 -0.12323 -2.76574
54 H -1.69865 1.91732 -5.54441

HOMO energy (spin up / spin down) ... -14.6 / -14.4 eV
2S+1 ... 1
Net charge ... +2
Gap between HOMO and LUMO (spin up / spin down) ... 5.95 / 5.28 eV